(1)
{"formula": "C44H55N2O4", "method": "the ωB97M-V functional and the def2-TZVPD basis", "species": ["C", "C", "C", "C", "C", "C", "C", "O", "C", "C", "C", "O", "N", "N", "C", "C", "C", "C", "O", "C", "C", "O", "C", "C", "C", "C", "H", "H", "H", "H", "H", "H", "H", "H", "H", "H", "H", "H", "H", "H", "H", "H", "H", "H", "H", "H", "H", "H", "H", "H", "H", "H", "H", "H", "H", "H", "H", "C", "C", "C", "C", "C", "C", "H", "H", "H", "H", "H", "H", "C", "C", "C", "C", "C", "C", "H", "H", "H", "H", "H", "H", "C", "C", "C", "C", "C", "C", "H", "H", "H", "H", "H", "H", "C", "C", "C", "C", "C", "C", "H", "H", "H", "H", "H", "H"], "coordinates": [[2.44334, -0.87998, 4.27930], [2.17950, -0.69847, 3.12169], [1.90664, -0.51824, 1.69864], [1.43151, -1.81016, 1.03823], [0.94677, -1.65017, -0.41416], [-0.07245, -0.56274, -0.60023], [-1.31747, -0.73993, 0.03054], [-1.58541, -1.82500, 0.74065], [-2.70352, -2.64635, 0.28665], [-2.64560, -3.97318, 1.02691], [-3.68076, -4.07826, 2.13869], [-2.83853, -4.95198, 0.01770], [-2.24701, 0.19131, -0.06289], [-2.13497, 1.33979, -0.73359], [-0.99545, 1.53211, -1.34091], [-0.90464, 2.85176, -2.05087], [-1.00613, 4.02662, -1.05376], [-0.22077, 5.26853, -1.45735], [0.46609, 5.73494, -0.29129], [1.19930, 6.88899, -0.44426], [2.32714, 6.83220, -1.43565], [0.97445, 7.82892, 0.24927], [0.08983, 0.59797, -1.33013], [1.36283, 0.83326, -2.08240], [2.49503, 1.48989, -1.26352], [2.07154, 2.56797, -0.27122], [2.47697, -0.86027, 5.34298], [1.16069, 0.27854, 1.61476], [2.80076, -0.15149, 1.19140], [0.66617, -2.29216, 1.63732], [2.27493, -2.49991, 1.01543], [0.47133, -2.59242, -0.69271], [1.79167, -1.50537, -1.07742], [-3.64258, -2.12921, 0.48594], [-2.61670, -2.82646, -0.78398], [-1.65398, -4.07936, 1.47595], [-4.65915, -4.32939, 1.73284], [-3.76110, -3.15055, 2.70353], [-3.39804, -4.85248, 2.85012], [-3.01517, -5.79782, 0.44161], [-3.13269, 0.05241, 0.40710], [-0.01953, 2.91283, -2.67146], [-1.75728, 2.90907, -2.72753], [-2.05099, 4.27593, -0.89266], [-0.62524, 3.71332, -0.08271], [-0.89194, 6.05722, -1.79868], [0.48861, 5.04388, -2.25628], [2.82689, 7.79346, -1.42714], [3.03466, 6.06767, -1.11579], [1.98776, 6.60024, -2.44122], [1.71851, -0.14466, -2.40059], [1.18389, 1.37439, -3.00668], [3.09674, 0.72366, -0.77797], [3.14492, 1.96993, -1.99558], [1.75747, 3.46369, -0.79990], [2.92560, 2.84459, 0.34383], [1.28552, 2.24026, 0.40766], [-8.66657, -4.40675, 3.20178], [-8.65276, -3.98708, 4.52464], [-7.86696, -2.90800, 4.90435], [-7.09660, -2.24501, 3.95951], [-7.11248, -2.66460, 2.63660], [-7.89487, -3.74612, 2.25639], [-9.28074, -5.24730, 2.90703], [-9.25732, -4.50038, 5.26050], [-7.85661, -2.58248, 5.93614], [-6.48752, -1.40023, 4.25585], [-6.51523, -2.14470, 1.89657], [-7.90648, -4.07291, 1.22424], [4.24250, 1.59601, -4.87822], [4.50501, 2.20176, -6.09883], [5.81468, 2.32609, -6.54041], [6.85926, 1.84294, -5.76418], [6.59695, 1.23711, -4.54350], [5.28799, 1.11650, -4.10027], [3.21828, 1.49679, -4.53504], [3.69064, 2.57521, -6.70647], [6.02184, 2.79988, -7.49071], [7.87932, 1.93885, -6.11148], [7.41148, 0.86030, -3.93923], [5.08192, 0.64441, -3.14700], [-2.29934, 1.51853, -6.74099], [-1.11880, 1.40678, -7.46651], [0.02743, 0.91050, -6.86198], [-0.02119, 0.52027, -5.53119], [-1.19622, 0.62402, -4.80715], [-2.34089, 1.13151, -5.40936], [-3.18912, 1.90833, -7.21707], [-1.09494, 1.70919, -8.50488], [0.94983, 0.82910, -7.42112], [0.86849, 0.12239, -5.05581], [-1.21593, 0.32019, -3.76708], [-3.26199, 1.22151, -4.84719], [2.52342, -4.12202, 7.83927], [2.65151, -3.93193, 9.20790], [3.54011, -2.98458, 9.69730], [4.29889, -2.22449, 8.81852], [4.17060, -2.41370, 7.44939], [3.28408, -3.36349, 6.96017], [1.83244, -4.86285, 7.45808], [2.05949, -4.52320, 9.89416], [3.64305, -2.84023, 10.76471], [4.99237, -1.48694, 9.20076], [4.76551, -1.82324, 6.76350], [3.18840, -3.51413, 5.89190]], "lowdin_charge": [0.13, -0.13, -0.21, -0.16, -0.09, -0.05, -0.23, 0.01, -0.07, -0.40, -0.03, -0.02, 0.16, 0.19, -0.21, -0.11, -0.14, -0.18, -0.04, -0.52, 0.02, 0.16, -0.07, -0.13, -0.20, -0.06, 0.03, 0.11, 0.11, 0.11, 0.13, 0.14, 0.11, 0.12, 0.15, 0.15, 0.08, 0.09, 0.09, 0.10, 0.19, 0.10, 0.13, 0.12, 0.11, 0.14, 0.11, 0.09, 0.09, 0.08, 0.11, 0.09, 0.10, 0.10, 0.06, 0.09, 0.07, -0.09, -0.09, -0.09, -0.10, -0.12, -0.10, 0.10, 0.10, 0.10, 0.10, 0.09, 0.10, -0.11, -0.09, -0.09, -0.08, -0.09, -0.10, 0.08, 0.10, 0.11, 0.11, 0.10, 0.09, -0.08, -0.08, -0.08, -0.10, -0.11, -0.09, 0.11, 0.11, 0.10, 0.09, 0.08, 0.10, -0.10, -0.09, -0.09, -0.09, -0.11, -0.11, 0.10, 0.10, 0.10, 0.10, 0.10, 0.09], "lumo_energy_ev": -4.07, "charge": 1, "e_homo_ev": -10.8}



(2)
{"formula": "C44H57BrIN4O2S2SiTi", "method": "the ωB97M-V functional and the def2-TZVPD basis", "species": ["Ti", "S", "C", "N", "C", "C", "N", "C", "C", "C", "C", "C", "C", "C", "C", "S", "C", "C", "C", "C", "C", "C", "C", "H", "H", "H", "H", "H", "H", "H", "H", "H", "H", "H", "H", "H", "H", "H", "H", "H", "H", "O", "C", "O", "C", "C", "C", "C", "C", "C", "N", "C", "C", "C", "C", "C", "C", "N", "H", "H", "H", "H", "H", "H", "H", "H", "H", "H", "I", "C", "H", "H", "C", "C", "C", "C", "Si", "Br", "C", "C", "C", "C", "C", "C", "C", "C", "H", "H", "H", "H", "H", "H", "H", "H", "H", "H", "H", "H", "H", "H", "H", "H", "H", "H", "H", "H", "H", "H", "H", "H", "H", "H", "H"], "coordinates": [[0.01760, -0.39934, 0.33046], [0.13765, 0.24210, 2.67210], [1.84954, 0.36448, 2.95279], [2.29523, 0.58048, 4.20962], [3.72180, 0.76482, 4.42733], [4.48102, -0.21132, 3.56602], [4.08390, -0.02887, 2.17911], [5.14264, -0.18599, 1.18546], [6.08562, 0.99389, 1.20233], [5.59636, 2.27330, 0.94758], [6.44737, 3.36591, 0.97671], [7.79689, 3.19108, 1.26135], [8.28955, 1.92112, 1.51487], [7.43395, 0.82633, 1.48725], [2.78600, 0.20207, 1.89381], [2.28329, 0.28207, 0.22747], [1.45349, 0.58346, 5.40654], [1.70300, -0.64776, 6.24454], [2.24520, -0.54892, 7.51880], [2.49561, -1.69372, 8.26667], [2.20870, -2.94186, 7.73743], [1.66728, -3.04609, 6.46072], [1.41358, -1.90482, 5.71809], [3.93489, 0.58275, 5.47918], [4.01062, 1.79165, 4.18012], [4.26837, -1.23854, 3.88194], [5.55242, -0.02987, 3.64228], [4.68445, -0.31097, 0.20845], [5.68352, -1.10732, 1.41364], [4.54341, 2.40671, 0.72220], [6.06259, 4.35713, 0.77379], [8.46078, 4.04527, 1.28358], [9.33908, 1.77946, 1.73704], [7.82025, -0.16749, 1.68535], [0.41471, 0.64042, 5.09532], [1.68084, 1.48590, 5.97906], [2.46781, 0.42781, 7.93491], [2.91530, -1.60774, 9.26039], [2.40382, -3.83433, 8.31749], [1.43814, -4.01949, 6.04595], [0.99262, -1.98699, 4.72139], [-0.16666, -5.95038, -4.92861], [0.14708, -4.72293, -5.38857], [0.49313, -4.56316, -6.52134], [0.02999, -3.58322, -4.41608], [-0.87147, -3.58537, -3.35696], [-0.95955, -2.49256, -2.51129], [-0.14525, -1.39174, -2.73674], [0.76458, -1.38090, -3.78758], [0.84152, -2.47597, -4.63004], [-0.26136, -0.25819, -1.87269], [-0.49058, 0.86686, -2.41408], [-0.63892, 2.05246, -1.57025], [-0.84127, 3.31093, -2.10380], [-0.98713, 4.38095, -1.23115], [-0.93028, 4.14242, 0.12718], [-0.72390, 2.84369, 0.57765], [-0.58391, 1.81672, -0.25370], [-0.27905, -5.94722, -3.97151], [-1.53650, -4.42583, -3.19621], [-1.65785, -2.48319, -1.68408], [1.41927, -0.52986, -3.92696], [1.52967, -2.49037, -5.46460], [-0.63036, 0.96559, -3.48966], [-0.87894, 3.45073, -3.17611], [-1.14347, 5.38132, -1.61200], [-1.04168, 4.94341, 0.84432], [-0.66080, 2.60868, 1.63251], [1.74396, -3.17878, 1.88079], [0.24180, -2.55894, 0.47395], [-0.67038, -3.05876, 0.80782], [0.54672, -3.02826, -0.46057], [-5.41706, -2.61735, 1.29038], [-5.94296, -1.17353, 1.24466], [-5.93824, -0.66373, 2.69346], [-7.39943, -1.19091, 0.74364], [-4.90434, -0.04236, 0.11114], [-2.71893, -0.61953, 0.74527], [-5.05706, -0.43475, -1.75802], [-5.14487, -1.94971, -1.99496], [-3.85861, 0.06153, -2.57058], [-6.32999, 0.22082, -2.32496], [-4.99284, 1.82541, 0.53647], [-4.30259, 2.66784, -0.54411], [-6.46416, 2.27074, 0.62142], [-4.30151, 2.17137, 1.86599], [-6.09255, -3.21022, 1.91460], [-4.42595, -2.66975, 1.74137], [-5.37374, -3.09419, 0.31440], [-6.49250, -1.37487, 3.31307], [-6.42600, 0.30349, 2.79909], [-4.92797, -0.59340, 3.10121], [-8.00690, -1.75762, 1.45528], [-7.49990, -1.67933, -0.22470], [-7.83395, -0.19195, 0.66948], [-4.28718, -2.48205, -1.57678], [-5.15869, -2.13893, -3.07283], [-6.05109, -2.38500, -1.57872], [-2.93569, -0.38179, -2.20977], [-3.75181, 1.14470, -2.55836], [-3.98978, -0.24883, -3.61317], [-7.23422, -0.08908, -1.80013], [-6.44409, -0.07419, -3.37256], [-6.27871, 1.30965, -2.29989], [-4.81937, 2.62529, -1.50208], [-3.26421, 2.36463, -0.69357], [-4.29960, 3.71518, -0.22402], [-7.02435, 2.06073, -0.29154], [-6.49896, 3.35248, 0.78357], [-6.98713, 1.80410, 1.45485], [-3.23340, 1.95288, 1.83832], [-4.72642, 1.65374, 2.72199], [-4.41617, 3.24610, 2.04246]], "lowdin_spin": [0.98, 0.05, 0.20, 0.17, 0.01, 0.01, 0.18, 0.01, 0.01, 0.00, 0.00, 0.00, 0.00, 0.00, 0.21, 0.05, 0.01, 0.01, 0.00, 0.00, 0.00, 0.00, 0.00, 0.00, 0.00, 0.00, 0.00, 0.00, 0.00, 0.00, 0.00, 0.00, 0.00, 0.00, 0.00, 0.00, 0.00, 0.00, 0.00, 0.00, 0.00, 0.00, 0.00, 0.00, 0.00, 0.00, 0.00, 0.00, 0.00, 0.00, 0.00, 0.04, 0.00, 0.01, 0.00, 0.00, 0.01, 0.01, 0.00, 0.00, 0.00, 0.00, 0.00, 0.00, 0.00, 0.00, 0.00, 0.00, 0.00, -0.02, 0.00, 0.00, 0.00, 0.00, 0.00, 0.00, 0.00, 0.01, 0.00, 0.00, 0.00, 0.00, 0.00, 0.00, 0.00, 0.00, 0.00, 0.00, 0.00, 0.00, 0.00, 0.00, 0.00, 0.00, 0.00, 0.00, 0.00, 0.00, 0.00, 0.00, 0.00, 0.00, 0.00, 0.00, 0.00, 0.00, 0.00, 0.00, 0.00, 0.00, 0.00, 0.00, 0.00], "relative_energy_kj_mol": 0.0, "s2": 2.015, "multiplicity": 3, "lumo_energy_ev": [-3.53, -3.66], "charge": 1, "e_homo_ev": [-8.9, -10.4]}